(1)
24
Properties=species:S:1:pos:R:3 method="wB97M-V/def2-TZVPD" e_homo_ev="-6.660 / -5.268" s2=3.99 total_charge=0 spin_multiplicity=4 lumo_energy_ev="0.344 / 0.233" orbital_gap_ev="7.004 / 5.501"
C -2.2028 1.8468 0.3096
C -1.4049 2.1467 -0.8749
C -1.1681 0.9479 -1.5843
C -1.9149 -0.1131 -0.9876
C -2.5582 0.3888 0.2154
Cr -0.6048 0.6097 1.1487
P 0.2681 0.8344 3.1143
H -2.7441 2.5738 0.9025
H -0.9919 3.1356 -1.0914
H -0.4686 0.8267 -2.4042
H -3.3916 -0.0819 0.7351
H -1.9852 -1.1471 -1.3384
H -0.5046 0.0790 4.0477
H 0.2503 2.1711 3.6098
H 1.6138 0.3835 3.2506
C 2.6557 -2.1031 -1.2744
C 1.3471 -1.3599 -1.2117
O 1.1968 -0.6170 0.0247
H 3.5068 -1.4192 -1.1572
H 2.7656 -2.5993 -2.2375
H 2.7094 -2.8778 -0.4995
H 1.2505 -0.6301 -2.0260
H 0.4889 -2.0425 -1.2945
H 1.8868 -0.9529 0.6231

(2)
26
Properties=species:S:1:pos:R:3 method="wB97M-V/def2-TZVPD" e_homo_ev="-10.765 / -10.764" s2=9.36 total_charge=+1 spin_multiplicity=6 lumo_energy_ev="-4.585 / -4.391" orbital_gap_ev="6.180 / 6.374"
C 0.3355 -3.0954 1.7486
O -1.0554 -3.0996 1.7275
C 0.9830 -1.7117 1.6354
O 0.7141 -1.0714 0.4038
C -0.3857 -0.1236 0.4033
C -0.9617 -0.0309 -0.9769
O -2.0188 -1.0357 -1.0810
C -2.6751 -1.1263 -2.3266
Dy -2.1026 -1.6962 1.0130
H 0.7459 -3.7181 0.9253
H 0.7223 -3.5353 2.6914
H 2.0777 -1.8271 1.7106
H 0.6553 -1.0762 2.4792
H -0.2406 -0.2480 -1.7844
H -1.4269 0.9509 -1.1514
H -3.4726 -1.8707 -2.2313
H -3.1100 -0.1523 -2.5994
H -1.9667 -1.4420 -3.1068
H -0.1658 0.8605 0.8454
C 1.7219 4.1881 0.2744
O 2.3737 2.9191 0.4938
C 2.4375 2.0011 -0.4140
H 2.4846 4.9699 0.3625
H 1.2538 4.2015 -0.7204
H 0.9687 4.3107 1.0610
H 2.1077 2.4587 -1.3830

(3)
25
Properties=species:S:1:pos:R:3 method="wB97M-V/def2-TZVPD" smiles=CC(C)[C@H]([C@H](C)N)C(F)(F)F e_homo_ev=-9.134 total_charge=0 lumo_energy_ev=1.011 orbital_gap_ev=10.145
C 2.0901 0.7464 0.5090
C 0.4057 2.5327 0.0558
C -0.4285 -1.9481 -1.2791
C 0.7860 1.0441 -0.2465
C -0.2992 0.0755 0.2942
C 0.0212 -1.3817 0.0839
C -1.7727 0.4890 0.0153
N -0.5397 -2.1593 1.1937
F -2.1799 1.4088 0.8243
F -2.0134 1.0555 -1.2208
F -2.5957 -0.5323 0.1033
H 2.0223 1.1462 1.5488
H 3.0256 1.0603 -0.0473
H 2.2156 -0.2667 0.5545
H 0.7131 2.7326 1.0379
H 1.1183 3.0103 -0.5599
H -0.5485 2.7997 -0.4688
H -1.5261 -1.7960 -1.4312
H -0.2445 -3.0052 -1.5111
H -0.0161 -1.2768 -2.0622
H 0.8400 0.7592 -1.4305
H -0.3830 0.1808 1.4756
H 1.0911 -1.5595 0.0371
H -1.5293 -2.0328 1.3813
H -0.2524 -3.0827 1.1427

(4)
24
Properties=species:S:1:pos:R:3 method="wB97M-V/def2-TZVPD" e_homo_ev=-8.142 total_charge=0 lumo_energy_ev=0.716 orbital_gap_ev=8.858
C -1.1707 1.6780 0.1207
C -1.9766 0.5657 -0.5773
C -0.5302 0.4030 -0.2480
C -1.0113 -2.1725 0.4799
C 0.6139 0.2545 -1.1962
C 1.8552 1.2017 -0.5941
C -0.3870 -1.0394 1.2365
N 0.8764 -1.2165 1.8631
O 3.1256 0.9271 -1.1236
F -1.2856 -0.5648 2.1385
H -0.8674 2.6162 -0.3493
H -1.2967 1.7486 1.1535
H -2.8030 0.0369 0.0260
H -2.1975 0.5676 -1.6027
H -1.5870 -1.7276 -0.3000
H -1.6828 -2.7276 1.2352
H -0.2892 -2.7578 -0.0372
H 0.4334 0.6134 -2.1436
H 1.0611 -0.8265 -1.4060
H 1.5333 2.2137 -0.7019
H 1.9411 0.9053 0.4864
H 1.0290 -0.4535 2.4902
H 1.5975 -1.2422 1.1376
H 3.0187 0.9969 -2.0877

| no. | E (eV) |
| --- | --- |
| 1 | -47239.1326 |
| 2 | -39747.7401 |
| 3 | -17127.9387 |
| 4 | -13737.7548 |